Density functional theory data (wB97M-V/def2-TZVPD) for CH6BN as an isolated structure.

Last column: Löwdin charge in e.
CARTESIAN COORDINATES (ANGSTROEM)
B1 0.748 -0.904 0.022  -0.1242
C1 -1.728 0.018 0.013  -0.1620
N1 -0.412 -0.462 0.023  -0.0064
H1 3.249 1.203 -0.248  0.0459
H2 1.801 -1.342 0.019  -0.0055
H3 -1.794 0.963 0.560  0.0816
H4 -2.062 0.181 -1.017  0.0821
H5 -2.395 -0.709 0.485  0.0813
H6 2.592 1.052 0.143  0.0073

orbital gap: 10.89 eV
max |F|: 1.5 eV/Å
HOMO: -10.03 eV
energy relative to the best compared isomer or geometry (same formula, charge and spin): 2.390 eV
net charge: 0
E: -121.25658 Eh

***

Density functional theory data (wB97M-V/def2-TZVPD) for C28H19ClIIrN2OS4 as an isolated structure.

Last column: Löwdin charge in e.
CARTESIAN COORDINATES (ANGSTROEM)
Ir1 0.164 0.198 0.647  0.9695
S1 -1.842 1.593 -0.006  0.7322
C1 -1.301 3.230 0.241  -0.6716
C2 -1.776 4.232 -0.610  -0.1043
C3 -1.288 5.519 -0.511  -0.0611
C4 -0.340 5.837 0.453  -0.0697
C5 0.118 4.861 1.323  -0.1004
C6 -0.361 3.565 1.226  -0.5472
S2 0.399 2.307 2.246  0.9512
C7 -0.970 1.683 3.328  -0.3269
C8 -0.959 0.183 3.401  -0.3287
C9 -1.899 -0.552 4.105  0.0175
C10 -1.707 -1.922 4.224  -0.0126
C11 -0.569 -2.510 3.694  0.0166
C12 0.312 -1.718 2.970  -0.3292
C13 1.588 -2.245 2.381  -0.3615
S3 2.517 -0.893 1.537  0.9870
C14 3.199 -1.455 -0.008  -0.5219
C15 4.410 -0.845 -0.333  -0.1047
C16 4.965 -0.993 -1.589  -0.0430
C17 4.293 -1.736 -2.557  -0.0570
C18 3.121 -2.380 -2.238  -0.1085
C19 2.557 -2.280 -0.953  -0.6706
S4 1.107 -3.154 -0.645  0.8982
N1 0.074 -0.417 2.809  -0.0775
H1 -2.494 3.961 -1.371  0.1071
H2 -1.633 6.273 -1.201  0.1132
H3 0.053 6.837 0.517  0.1091
H4 0.866 5.095 2.064  0.1062
H5 -1.926 2.074 2.984  0.0945
H6 -0.762 2.080 4.325  0.0994
H7 -2.758 -0.071 4.543  0.1306
H8 -2.426 -2.520 4.765  0.1253
H9 -0.381 -3.563 3.821  0.1316
H10 1.396 -3.046 1.664  0.0079
H11 2.229 -2.631 3.178  0.1001
H12 4.898 -0.233 0.410  0.1061
H13 5.904 -0.518 -1.829  0.1175
H14 4.685 -1.806 -3.560  0.1154
H15 2.602 -2.970 -2.978  0.1079
Cl1 -3.602 -1.905 -4.830  0.7321
C20 -2.906 -1.773 -3.265  -0.6115
C21 -3.586 -2.258 -2.163  -0.1474
C22 -3.018 -2.169 -0.904  -0.6208
I1 -3.983 -2.848 0.821  0.9460
C23 -1.760 -1.575 -0.681  -0.5590
O1 -1.245 -1.513 0.475  -0.2682
C24 -1.087 -1.018 -1.832  -0.2332
N2 0.064 -0.347 -1.598  -0.0427
C25 0.724 0.165 -2.618  -0.1115
C26 0.268 0.070 -3.936  -0.0191
C27 -0.917 -0.577 -4.193  0.0092
C28 -1.643 -1.138 -3.127  -0.1615
H16 -4.560 -2.706 -2.288  0.1047
H17 1.654 0.671 -2.396  0.1238
H18 0.841 0.509 -4.737  0.1143
H19 -1.310 -0.659 -5.195  0.0971

orbital gap (spin up / spin down): 5.80 / 4.84 eV
max |F|: 3.8 eV/Å
HOMO (spin up / spin down): -9.91 / -9.90 eV
2S+1: 2
energy relative to the best compared isomer or geometry (same formula, charge and spin): 3.689 eV
net charge: +1
E: -3717.86995 Eh

***

Density functional theory data (wB97M-V/def2-TZVPD) for a 2-piece molecular cluster, CH5IN2 overall.

Last column: Löwdin charge in e.
CARTESIAN COORDINATES (ANGSTROEM)
H1 0.099 -0.030 -1.733  0.0847
N1 0.902 -0.321 -1.042  0.0005
N2 0.567 -0.322 0.130  -0.1457
C1 -0.808 0.127 0.407  -0.1135
H2 -1.619 -0.586 0.313  0.0756
H3 -0.777 0.582 1.397  0.0728
H4 -0.981 0.826 -0.408  0.0561
I1 4.428 -0.033 0.052  0.3387
H5 3.081 0.827 -0.213  -0.3694

orbital gap: 10.08 eV
max |F|: 1.5 eV/Å
SMILES string: [H]/N=N\C.I
HOMO: -9.43 eV
energy relative to the best compared isomer or geometry (same formula, charge and spin): 0.802 eV
net charge: 0
E: -448.22334 Eh

***

Density functional theory data (wB97M-V/def2-TZVPD) for one molecule with the formula C21H23ClFN3O5S.

Last column: Löwdin charge in e.
CARTESIAN COORDINATES (ANGSTROEM)
C1 0.325 -4.102 1.441  -0.0499
C2 0.271 -2.843 0.588  -0.2140
O1 1.191 -1.858 1.059  -0.0055
C3 2.467 -1.988 0.648  -0.5525
O2 2.845 -2.799 -0.167  0.0908
N1 3.281 -1.085 1.244  -0.0378
C4 2.813 -0.107 2.204  -0.0983
C5 3.740 1.128 2.165  -0.1499
N2 4.444 1.242 0.916  -0.2357
S1 3.682 2.010 -0.343  0.6777
O3 3.039 3.164 0.207  -0.2701
O4 4.660 2.172 -1.376  -0.2742
C6 2.406 0.913 -0.983  -0.2382
C7 2.720 -0.008 -1.965  -0.0298
C8 1.726 -0.834 -2.458  0.0258
C9 0.440 -0.709 -1.962  -0.2120
F1 -0.505 -1.538 -2.464  0.0683
C10 0.101 0.219 -0.980  -0.0505
C11 -1.246 0.365 -0.329  -0.4088
O5 -1.325 0.719 0.828  0.0918
N3 -2.302 0.090 -1.138  0.1499
C12 -3.666 0.148 -0.836  -0.2106
C13 -4.568 -0.180 -1.846  -0.0203
C14 -5.927 -0.134 -1.608  -0.0398
C15 -6.438 0.235 -0.370  -0.3052
C16 -7.908 0.289 -0.110  -0.0787
C17 -5.517 0.556 0.626  -0.6028
Cl1 -6.087 1.021 2.190  0.7150
C18 -4.151 0.518 0.414  -0.0300
C19 1.124 1.031 -0.495  0.0058
C20 5.307 0.130 0.590  -0.1513
C21 4.714 -1.197 1.096  -0.0962
H1 0.138 -3.858 2.483  0.0804
H2 -0.429 -4.805 1.098  0.0795
H3 1.305 -4.565 1.353  0.0775
H4 0.506 -3.087 -0.453  0.1154
H5 -0.709 -2.366 0.653  0.1245
H6 1.788 0.159 1.945  0.1143
H7 2.809 -0.538 3.214  0.1326
H8 4.486 1.072 2.963  0.1299
H9 3.167 2.047 2.287  0.1178
H10 3.727 -0.063 -2.343  0.1222
H11 1.933 -1.579 -3.209  0.1325
H12 -2.111 -0.194 -2.088  0.1350
H13 -4.202 -0.472 -2.819  0.1119
H14 -6.613 -0.390 -2.402  0.1128
H15 -8.173 -0.383 0.705  0.0766
H16 -8.202 1.295 0.187  0.0773
H17 -8.468 0.006 -0.998  0.0758
H18 -3.469 0.775 1.206  0.0976
H19 0.900 1.769 0.260  0.1315
H20 6.289 0.296 1.046  0.1283
H21 5.432 0.139 -0.492  0.1067
H22 4.912 -2.011 0.397  0.1267
H23 5.148 -1.452 2.071  0.1300

orbital gap: 8.72 eV
max |F|: 1.1 eV/Å
SMILES string: CCOC(=O)N1CCN(S(=O)(=O)c2ccc(F)c(C(=O)Nc3ccc(C)c(Cl)c3)c2)CC1
HOMO: -8.66 eV
energy relative to the best compared isomer or geometry (same formula, charge and spin): 0.019 eV
net charge: 0
E: -2312.80175 Eh

***

Density functional theory data (wB97M-V/def2-TZVPD) for one molecule with the formula C8H13ClN2Si2.

Last column: Löwdin charge in e.
CARTESIAN COORDINATES (ANGSTROEM)
H1 -0.382 -3.697 -2.322  -0.0775
N1 -0.685 -3.015 -1.657  -0.1676
Si1 0.240 -1.700 -1.366  0.5683
N2 0.250 -0.506 -0.085  -0.2621
C1 -0.367 0.685 -0.555  -0.3628
C2 0.122 1.953 -0.155  -0.0928
C3 -0.420 3.078 -0.704  -0.0991
C4 -1.519 2.989 -1.612  -0.0713
C5 -2.041 1.681 -1.913  -0.0946
C6 -1.455 0.593 -1.445  -0.1053
Si2 0.567 -0.775 1.652  0.0780
C7 2.341 -0.135 1.932  -0.1803
C8 0.036 -2.619 1.922  -0.1823
Cl1 -0.657 0.481 2.565  0.4588
H2 1.534 -1.223 -1.765  -0.0274
H3 0.987 2.132 0.433  0.0903
H4 0.067 4.121 -0.528  0.1359
H5 -1.897 3.899 -2.148  0.1057
H6 -2.912 1.695 -2.653  0.1323
H7 -1.724 -0.365 -1.701  0.0502
H8 2.843 -0.468 1.085  -0.0003
H9 2.568 0.875 2.285  0.0424
H10 2.612 -0.621 2.841  0.0075
H11 0.878 -3.275 1.728  0.0210
H12 -0.248 -3.011 2.940  0.0524
H13 -0.737 -2.772 1.228  -0.0195

orbital gap: 8.63 eV
max |F|: 5.9 eV/Å
SMILES string: [H]/N=[SiH]/N(c1ccccc1)[Si](C)(C)Cl
HOMO: -8.36 eV
energy relative to the best compared isomer or geometry (same formula, charge and spin): 3.547 eV
net charge: 0
E: -1461.36266 Eh

***

Density functional theory data (wB97M-V/def2-TZVPD) for C25H33N2PdSi2 as an isolated structure.

Last column: Löwdin charge in e.
CARTESIAN COORDINATES (ANGSTROEM)
Pd1 -0.677 -0.359 0.736  0.4767
C1 1.120 -3.383 -1.894  -0.0844
C2 0.843 -1.933 -2.291  -0.2147
C3 2.010 -1.007 -2.076  -0.1951
C4 2.799 -0.608 -3.146  -0.0562
C5 3.881 0.243 -2.965  -0.0935
C6 4.173 0.707 -1.696  -0.0571
C7 3.404 0.333 -0.595  -0.1893
C8 3.733 0.909 0.761  -0.2117
C9 4.953 0.254 1.410  -0.0949
C10 2.327 -0.538 -0.792  -0.1956
N1 1.495 -0.922 0.282  0.0109
C11 1.947 -1.765 1.146  -0.1105
C12 1.137 -2.239 2.205  -0.3560
C13 1.455 -3.064 3.292  -0.0848
C14 0.285 -3.166 4.044  -0.1266
C15 -0.681 -2.407 3.363  -0.1877
N2 -0.177 -1.849 2.257  -0.0448
H1 0.261 -4.012 -2.134  0.0691
H2 1.303 -3.473 -0.823  0.0597
H3 1.990 -3.776 -2.425  0.0717
H4 -0.016 -1.563 -1.721  0.0781
H5 0.570 -1.895 -3.349  0.1072
H6 2.551 -0.966 -4.140  0.1074
H7 4.479 0.554 -3.813  0.0928
H8 4.999 1.394 -1.547  0.1087
H9 2.870 0.818 1.420  0.1042
H10 3.922 1.979 0.643  0.1100
H11 4.781 -0.809 1.586  0.0599
H12 5.183 0.721 2.370  0.0681
H13 5.833 0.343 0.769  0.0671
H14 2.967 -2.151 1.056  0.1326
H15 2.417 -3.510 3.498  0.0858
H16 0.138 -3.720 4.958  0.0719
H17 -1.714 -2.259 3.636  0.0739
C16 -3.851 -1.238 -0.261  -0.2329
Si1 -2.927 -0.036 0.889  0.4140
C17 -3.680 -0.371 2.598  -0.2396
C18 -3.524 1.688 0.359  -0.3123
C19 -4.767 2.273 0.615  -0.1079
C20 -5.083 3.521 0.099  -0.1169
C21 -4.160 4.199 -0.692  -0.1169
C22 -2.924 3.626 -0.956  -0.1098
C23 -2.589 2.376 -0.430  -0.3129
Si2 -0.939 1.454 -0.651  0.4301
C24 0.425 2.700 -0.201  -0.2192
C25 -0.753 1.231 -2.528  -0.2139
H18 -4.936 -1.128 -0.164  0.0165
H19 -3.587 -2.272 -0.026  0.0108
H20 -3.582 -1.053 -1.304  0.0088
H21 -4.749 -0.133 2.618  0.0093
H22 -3.183 0.217 3.373  0.0191
H23 -3.574 -1.427 2.853  -0.0019
H24 -5.498 1.751 1.226  0.0886
H25 -6.048 3.971 0.310  0.0876
H26 -4.406 5.176 -1.095  0.0875
H27 -2.210 4.166 -1.572  0.0921
H28 0.313 3.635 -0.761  0.0156
H29 1.404 2.282 -0.443  -0.0035
H30 0.408 2.935 0.865  0.0176
H31 -0.880 2.190 -3.041  0.0189
H32 -1.499 0.537 -2.923  0.0176
H33 0.238 0.845 -2.780  0.0005

orbital gap: 7.61 eV
max |F|: 0.3 eV/Å
HOMO: -4.69 eV
energy relative to the best compared isomer or geometry (same formula, charge and spin): 0.000 eV
net charge: -1
E: -1788.98998 Eh

***

Density functional theory data (wB97M-V/def2-TZVPD) for an isolated ion of composition C4H9BrN and charge +1.

Last column: Löwdin charge in e.
CARTESIAN COORDINATES (ANGSTROEM)
C1 0.912 -1.840 0.174  -0.1111
C2 1.045 -0.418 -0.288  -0.7125
Br1 2.893 0.247 -0.221  0.7708
N1 0.194 0.497 0.508  -0.1230
C3 0.042 1.895 0.112  -0.0434
C4 -1.090 0.965 -0.016  -0.0167
H1 1.245 -1.939 1.209  0.0932
H2 -0.118 -2.185 0.098  0.0950
H3 1.538 -2.488 -0.435  0.0943
H4 0.529 -0.202 -1.473  0.2083
H5 0.246 0.309 1.512  0.1992
H6 0.598 2.192 -0.770  0.1273
H7 0.052 2.636 0.900  0.1433
H8 -1.921 1.014 0.675  0.1412
H9 -1.357 0.592 -0.998  0.1340

orbital gap: 11.62 eV
max |F|: 4.2 eV/Å
SMILES string: C[C@H](Br)[NH+]1CC1
HOMO: -14.75 eV
energy relative to the best compared isomer or geometry (same formula, charge and spin): 0.000 eV
net charge: +1
E: -2786.26924 Eh

***

Density functional theory data (wB97M-V/def2-TZVPD) for C30H31N5O2PRuS as an isolated structure.

Last column: Löwdin charge in e.
CARTESIAN COORDINATES (ANGSTROEM)
Ru1 -0.597 1.298 0.852  1.1615
N1 -3.404 0.450 5.126  0.0623
C1 -2.884 0.266 3.881  -0.8864
S1 -2.205 -1.273 3.533  0.6434
N2 -2.964 1.276 3.078  -0.0336
N3 -2.531 1.433 1.843  -0.1006
C2 -3.322 2.254 1.114  -0.0904
C3 -2.858 2.946 0.005  -0.2488
C4 -3.715 3.783 -0.767  -0.0143
C5 -3.205 4.530 -1.784  -0.0497
C6 -1.823 4.456 -2.047  -0.0383
C7 -1.050 3.594 -1.303  -0.1148
N4 -1.516 2.834 -0.316  -0.0084
H1 -3.617 -0.365 5.675  0.0748
H2 -3.924 1.297 5.288  0.0903
H3 -4.336 2.406 1.468  0.1234
H4 -4.765 3.807 -0.521  0.1152
H5 -3.838 5.170 -2.382  0.1132
H6 -1.374 5.044 -2.829  0.1055
H7 0.008 3.514 -1.513  0.1073
O1 1.959 1.439 4.388  0.0552
C8 1.178 1.107 3.521  -0.7286
O2 0.474 1.875 2.810  -0.1066
C9 1.023 -0.447 3.256  -0.2292
P1 0.487 -0.674 1.518  0.9997
C10 2.116 -0.969 0.748  -0.3262
C11 2.358 -1.992 -0.163  -0.0818
C12 3.617 -2.146 -0.716  -0.0734
C13 4.641 -1.275 -0.385  -0.0780
C14 4.401 -0.243 0.509  -0.0689
C15 3.150 -0.093 1.075  -0.0906
C16 -0.395 -2.252 1.293  -0.4446
C17 0.107 -3.491 1.669  -0.0881
C18 -0.635 -4.635 1.425  -0.0721
C19 -1.878 -4.553 0.817  -0.0734
C20 -2.385 -3.318 0.443  -0.0886
C21 -1.643 -2.177 0.677  -0.2249
H8 0.261 -0.833 3.940  0.0270
H9 1.970 -0.953 3.462  0.0964
H10 1.570 -2.680 -0.428  0.0868
H11 3.798 -2.958 -1.405  0.1040
H12 5.623 -1.400 -0.817  0.1024
H13 5.189 0.443 0.778  0.1103
H14 2.978 0.711 1.780  0.1072
H15 1.068 -3.556 2.158  0.1171
H16 -0.245 -5.599 1.716  0.1043
H17 -2.457 -5.448 0.639  0.1040
H18 -3.355 -3.245 -0.024  0.1083
H19 -2.040 -1.193 0.418  0.0726
C22 -0.279 -2.540 -2.670  -0.0949
N5 0.267 -1.262 -3.067  -0.2638
C23 0.122 -1.070 -4.493  -0.1071
C24 -0.149 -0.120 -2.274  -0.1607
C25 0.999 0.746 -1.788  -0.2314
C26 2.154 0.927 -2.539  -0.0311
C27 3.120 1.833 -2.142  -0.0827
C28 2.941 2.578 -0.991  -0.0946
C29 1.814 2.371 -0.213  -0.1606
C30 0.856 1.436 -0.588  -0.3107
H20 0.379 -3.334 -3.026  0.0887
H21 -1.281 -2.717 -3.090  0.0885
H22 -0.346 -2.606 -1.588  0.0502
H23 0.686 -1.846 -5.012  0.0875
H24 0.513 -0.098 -4.785  0.0772
H25 -0.931 -1.134 -4.815  0.0865
H26 -0.714 -0.438 -1.380  0.0865
H27 -0.821 0.531 -2.859  0.1265
H28 2.297 0.345 -3.436  0.1037
H29 4.000 1.978 -2.751  0.1019
H30 3.675 3.312 -0.698  0.1049
H31 1.685 2.945 0.703  0.1033

orbital gap (spin up / spin down): 5.21 / 5.42 eV
max |F|: 4.2 eV/Å
HOMO (spin up / spin down): -7.35 / -7.38 eV
2S+1: 2
energy relative to the best compared isomer or geometry (same formula, charge and spin): 3.575 eV
net charge: 0
E: -2420.38056 Eh

***

Among the records above, which one has the highest energy relative to the best compared isomer or geometry (same formula, charge and spin)? C28H19ClIIrN2OS4